No. 1
C20H42BBrN2O5P | ωB97M-V/def2-TZVPD

## Properties
LUMO energy (alpha / beta): 2.21 / 2.12 eV
spin multiplicity: 3
E_HOMO (alpha / beta): -3.830 / -3.830 eV
orbital gap (alpha / beta): 6.037 / 5.950 eV
total charge: -1

```
72
Properties=species:S:1:pos:R:3:lowdin_charge:R:1
Br -1.492 -2.336 7.269 0.081
P -3.708 -1.658 7.259 0.573
O -3.702 -0.614 8.563 -0.456
O 2.539 -0.058 -4.930 -0.028
O -2.557 -0.121 4.970 -0.158
O -0.169 0.420 0.306 -0.040
O -4.313 0.918 6.074 -0.099
N 3.516 0.047 -4.113 -0.115
N -1.437 0.572 0.383 -0.104
C 3.268 -1.144 -1.501 -0.165
C -3.092 -1.192 -1.162 -0.178
C -1.977 0.937 5.697 -0.220
C -1.045 2.077 -1.498 -0.048
C 3.491 -1.994 -2.749 -0.131
C -2.333 -0.041 -1.815 -0.136
C 2.563 0.161 -1.848 -0.135
C 5.703 -1.019 -3.468 -0.038
C -3.157 1.647 6.416 -0.214
C 4.242 -1.246 -3.859 -0.492
C 4.224 -2.052 -5.152 -0.046
C 2.324 2.075 -3.419 -0.048
C -3.470 -0.056 1.741 -0.020
C -3.341 1.930 -0.559 -0.026
C -2.392 -1.660 0.111 -0.130
C 3.263 0.970 -2.952 -0.471
C -1.268 -0.999 2.263 -0.032
C 4.567 1.613 -2.449 -0.025
C -2.060 1.134 -0.864 -0.475
C -2.152 -0.529 1.119 -0.474
B -3.825 -0.395 5.651 -0.955
H -0.332 -1.435 1.920 0.076
H -4.006 -1.100 9.345 0.017
H -2.877 0.344 -2.682 0.122
H -1.438 1.591 5.002 0.107
H -3.308 0.819 2.369 0.097
H -1.054 -0.179 2.944 0.084
H -0.138 1.546 -1.771 0.043
H -1.274 0.556 6.446 0.080
H -2.980 -2.434 0.612 0.125
H -4.122 -0.898 -0.943 0.100
H 4.218 -0.951 -0.994 0.103
H 2.166 2.751 -2.576 0.089
H 4.676 -1.485 -5.967 0.089
H 4.962 1.123 -1.560 0.074
H -1.369 -0.413 -2.179 0.118
H 4.376 2.654 -2.189 0.081
H 2.466 0.796 -0.964 0.129
H 2.522 -2.312 -3.146 0.125
H 6.203 -0.380 -4.198 0.089
H -3.371 2.818 -1.190 0.077
H -1.482 2.512 -2.400 0.089
H -3.156 -2.022 -1.869 0.109
H 1.362 1.669 -3.719 0.072
H -3.283 2.689 6.102 0.105
H 3.213 -2.318 -5.444 0.078
H -3.364 2.260 0.478 0.083
H -3.835 -0.842 2.402 0.088
H -4.627 -1.004 4.941 0.061
H 2.736 2.644 -4.254 0.091
H 2.652 -1.698 -0.790 0.117
H 4.054 -2.899 -2.506 0.123
H 5.339 1.606 -3.217 0.078
H 1.545 -0.064 -2.180 0.113
H 5.828 -0.580 -2.482 0.060
H -1.425 -2.103 -0.148 0.121
H 6.206 -1.987 -3.462 0.087
H -4.248 0.162 1.013 0.060
H -4.248 1.357 -0.751 0.072
H -0.778 2.885 -0.816 0.097
H -3.000 1.638 7.500 0.097
H -1.821 -1.740 2.840 0.095
H 4.803 -2.965 -4.998 0.085
```


No. 2
C20H42BCl2EuN3O3PSi2 | ωB97M-V/def2-TZVPD

## Properties
LUMO energy (alpha / beta): 1.98 / 1.98 eV
spin multiplicity: 8
E_HOMO (alpha / beta): -3.173 / -3.228 eV
orbital gap (alpha / beta): 5.152 / 5.207 eV
total charge: -1

```
75
Properties=species:S:1:pos:R:3:lowdin_charge:R:1
Eu -0.137 0.184 0.330 1.422
Cl -4.945 1.953 -3.104 0.508
Cl -2.874 0.799 -1.359 0.597
P 2.083 0.067 -2.343 0.868
Si -1.510 3.144 1.248 0.294
Si -0.934 -2.894 1.540 0.311
O 2.163 -0.702 -0.926 -0.426
O 2.527 -1.125 -3.390 -0.313
O 0.450 -0.080 -2.389 -0.420
N -1.740 1.487 1.463 -0.279
N 1.787 1.074 1.606 0.001
N -1.584 -1.335 1.467 -0.250
C -1.012 -1.634 -3.510 -0.073
C -2.286 -0.674 2.476 -0.342
C -2.380 0.772 2.455 -0.343
C -0.419 3.434 -0.287 -0.191
C -2.919 -1.338 3.526 -0.081
C 3.239 -1.117 -5.690 -0.083
C -3.105 4.103 0.885 -0.187
C -3.124 1.384 3.467 -0.079
C -0.249 -3.314 -0.177 -0.187
C -3.750 0.683 4.494 -0.148
C 3.417 -1.151 -0.356 -0.257
C 2.843 1.426 1.924 -0.239
C 3.638 -0.860 -4.257 -0.332
C -3.303 1.279 -3.002 -1.021
C 0.477 -3.070 2.788 -0.183
C 4.566 -0.195 -0.570 -0.093
C -2.133 -4.316 1.930 -0.199
C -3.642 -0.692 4.528 -0.148
C -0.645 4.012 2.681 -0.180
C -0.261 -0.328 -3.612 -0.289
B 4.333 1.902 2.311 -0.449
H -1.210 3.928 3.610 0.016
H -2.908 5.170 0.746 0.018
H 5.429 -0.570 -0.018 0.090
H -0.502 5.076 2.468 0.020
H 4.986 0.896 2.502 -0.007
H 4.243 2.581 3.307 -0.012
H 4.853 -0.124 -1.623 0.056
H 0.544 -4.064 -0.121 0.027
H 3.975 0.172 -4.120 0.095
H 2.853 -2.130 -5.807 0.079
H -3.202 2.466 3.454 0.076
H -4.110 -1.271 5.315 0.080
H -4.309 1.219 5.253 0.081
H -3.273 0.418 -3.662 0.014
H -3.839 3.996 1.686 0.014
H -1.814 -5.222 1.404 0.014
H -3.144 -4.072 1.596 0.025
H 0.158 -2.480 -0.760 -0.025
H 0.979 -4.038 2.706 0.018
H -0.930 0.518 -3.765 0.085
H -1.618 -1.785 -4.406 0.081
H 0.444 -0.346 -4.445 0.096
H -3.565 3.720 -0.031 0.004
H 1.234 -2.289 2.652 0.009
H -0.320 -2.469 -3.414 0.080
H 4.457 -1.514 -3.949 0.114
H -1.671 -1.634 -2.641 0.059
H 0.338 3.566 2.850 0.016
H 4.094 -1.000 -6.358 0.075
H -1.056 -3.734 -0.785 0.022
H -0.968 3.976 -1.062 0.019
H 0.477 4.007 -0.046 0.027
H 3.625 -2.128 -0.796 0.116
H 4.771 2.535 1.373 -0.008
H -2.859 -2.420 3.559 0.070
H 0.105 -2.967 3.809 0.023
H 3.208 -1.279 0.704 0.108
H -2.181 -4.552 2.994 0.015
H 4.350 0.802 -0.191 0.047
H 2.464 -0.419 -6.009 0.070
H -2.621 2.053 -3.339 0.023
H -0.059 2.525 -0.790 -0.040
```


No. 3
C20H42BN2 | ωB97M-V/def2-TZVPD

## Properties
LUMO energy: 3.06 eV
E_HOMO: -4.164 eV
orbital gap: 7.224 eV
total charge: -1

```
65
Properties=species:S:1:pos:R:3:lowdin_charge:R:1
N 0.304 -0.997 5.971 0.122
N 2.815 0.195 0.844 0.041
C -3.418 0.725 -1.819 -0.220
C 1.996 0.631 -0.945 -0.317
C -1.872 -1.077 -5.120 -0.137
C -1.488 -4.187 5.255 -0.125
C 0.067 -2.681 3.914 -0.172
C 0.983 -0.580 -1.295 -0.241
C 3.534 -0.141 1.712 -0.098
C -2.684 2.968 -3.155 -0.220
C -1.961 -0.431 -3.661 -0.264
C 4.426 -0.567 2.829 -0.174
C 3.725 -0.317 4.162 -0.271
C -0.276 2.586 -1.975 -0.199
C 3.392 1.152 4.396 -0.114
C -1.280 3.603 -2.713 -0.217
C 2.250 1.665 -2.155 -0.211
C -3.473 -0.104 -3.188 -0.210
C 0.211 -1.731 5.070 -0.224
C -1.296 -3.372 3.980 -0.265
C -3.537 2.313 -1.972 -0.210
C 0.924 2.138 -2.925 -0.232
B 0.723 -1.422 0.138 -0.525
H -2.093 -2.625 3.913 0.113
H 1.677 1.141 0.021 0.090
H -3.221 2.764 -0.959 0.118
H 2.975 1.246 -2.930 0.095
H 2.705 2.614 -1.679 0.096
H 4.369 -0.668 4.975 0.104
H 0.167 3.163 -1.082 0.118
H 0.159 -2.122 2.975 0.092
H -0.878 1.733 -1.531 0.082
H 0.063 -0.768 0.915 -0.013
H -1.418 4.594 -2.141 0.104
H 2.696 1.531 3.643 0.073
H -1.457 -3.555 6.146 0.064
H 4.653 -1.631 2.718 0.111
H 1.223 3.071 -3.538 0.096
H -4.339 0.392 -1.206 0.103
H 2.917 1.283 5.371 0.066
H -0.772 -1.149 -5.455 0.073
H -3.314 3.848 -3.559 0.102
H -2.235 -2.162 -5.026 0.072
H 5.368 -0.013 2.775 0.109
H 4.296 1.769 4.371 0.070
H -0.714 -4.955 5.350 0.072
H -2.490 2.294 -4.048 0.094
H 2.801 -0.900 4.206 0.087
H -0.750 3.911 -3.692 0.095
H 0.148 -2.455 -0.064 -0.035
H -2.429 -0.481 -5.912 0.064
H 0.874 -3.418 3.951 0.118
H 3.002 0.146 -0.717 0.079
H 1.769 -1.720 0.656 -0.024
H -1.402 -4.033 3.116 0.112
H -0.047 -0.230 -1.636 0.033
H -4.630 2.608 -2.115 0.098
H -2.462 -4.685 5.245 0.066
H -4.005 0.516 -3.980 0.103
H 0.662 1.330 -3.683 0.094
H -1.547 -1.193 -2.912 0.115
H -2.519 0.381 -1.186 0.111
H -1.351 0.527 -3.651 0.070
H 1.439 -1.355 -2.017 0.086
H -3.956 -1.115 -2.976 0.107
```


Number 1: E_tot -4213.23147 hartree. Number 2: E_tot -3753.42341 hartree. Number 3: E_tot -921.39433 hartree.